1.
Entry from the Open Molecules 2025 dataset: an isolated molecule of C4H5ClN2S in a non-equilibrium geometry (ωB97M-V/def2-TZVPD).

Properties
Highest occupied orbital energy   -9.24 eV
Calculated total energy   -30565.6319 eV
Relative energy (zero: lowest compared OMol25 entry of this formula, charge and spin)   29.2 kcal per mole
SMILES   N[C@H](Cl)c1cncs1
Frontier orbital gap   9.907 eV

Last column: Löwdin charge in e.
Positions of all 13 atoms, in Å:
N (-0.700, 1.692, -1.228)  0.04
C (-0.364, 0.115, -1.375)  -0.66
Cl (-1.926, -0.736, -1.696)  0.59
C (0.162, -0.351, -0.111)  -0.62
C (-0.445, -0.379, 1.111)  -0.20
N (0.325, -0.828, 2.185)  -0.02
C (1.478, -1.219, 1.824)  -0.46
S (1.817, -0.890, 0.121)  1.01
H (-0.521, 2.308, -1.954)  0.03
H (-0.940, 1.975, -0.346)  0.01
H (0.322, 0.089, -2.123)  0.06
H (-1.535, -0.074, 1.266)  0.14
H (2.327, -1.703, 2.325)  0.08

Atoms 1-3, force components in eV/Å:
N 1.04 -5.64 -1.18
C -3.38 5.02 2.00
Cl 0.46 -0.08 -0.47


2.
Entry from the Open Molecules 2025 dataset: a cluster of 2 separate species, Cl2O3PS in total in a non-equilibrium geometry (ωB97M-V/def2-TZVPD).

Properties
Highest occupied orbital energy (alpha / beta)   -3.41 / -5.23 eV
Calculated total energy   -51312.6100 eV
Relative energy (zero: lowest compared OMol25 entry of this formula, charge and spin)   64.9 kcal per mole
Total charge   -1
Frontier orbital gap (alpha / beta)   5.135 / 8.206 eV

Last column: Löwdin charge in e.
Positions of all 7 atoms, in Å:
O (-1.241, -1.985, -0.951)  -0.45
O (-1.947, 0.281, -1.253)  -0.45
O (0.244, -0.512, -2.221)  -0.45
P (1.236, 0.154, 1.805)  0.01
S (-0.795, -0.624, -1.202)  0.38
Cl (1.610, 1.566, 0.292)  -0.03
Cl (0.894, 1.120, 3.530)  -0.02

Atoms 1-3, force components in eV/Å:
O 0.16 -1.07 0.22
O 0.37 0.71 -0.37
O 0.12 0.42 -0.35


3.
Entry from the Open Molecules 2025 dataset: a structure of composition C14H35Cl2N2PSSc in a non-equilibrium geometry (ωB97M-V/def2-TZVPD).

Properties
Highest occupied orbital energy   -2.81 eV
Calculated total energy   -83937.8025 eV
Relative energy (zero: lowest compared OMol25 entry of this formula, charge and spin)   0.0 kcal per mole
Total charge   -1
Frontier orbital gap   5.273 eV

Last column: Löwdin charge in e.
Positions of all 56 atoms, in Å:
Sc (0.064, 0.373, 0.129)  -0.26
Cl (-1.469, 1.175, -1.473)  -0.22
Cl (1.582, 2.076, 0.535)  -0.22
H (0.732, -0.805, -1.011)  -0.17
H (-0.727, -1.402, -0.147)  -0.15
P (-1.387, 3.508, -4.682)  1.07
C (-3.260, 3.670, -4.819)  -0.56
C (-0.782, 5.267, -4.935)  -0.59
C (-1.012, 2.638, -6.305)  -0.57
C (-3.843, 3.622, -3.401)  -0.15
H (-3.548, 2.739, -5.337)  0.10
C (-3.818, 4.850, -5.616)  -0.13
H (-3.609, 5.807, -5.125)  0.06
H (-4.908, 4.725, -5.661)  0.07
H (-3.448, 4.900, -6.645)  0.05
H (-3.473, 2.751, -2.848)  0.02
H (-4.936, 3.561, -3.466)  0.07
H (-3.587, 4.520, -2.826)  0.06
H (-1.779, 1.845, -6.318)  0.10
C (0.363, 1.962, -6.202)  -0.14
C (-1.164, 3.452, -7.589)  -0.13
H (-2.181, 3.828, -7.741)  0.05
H (-0.930, 2.780, -8.425)  0.07
H (-0.469, 4.298, -7.629)  0.06
H (0.444, 1.363, -5.286)  0.08
H (1.179, 2.693, -6.205)  0.06
H (0.501, 1.297, -7.062)  0.07
C (-1.139, 6.112, -3.703)  -0.13
H (-1.321, 5.639, -5.824)  0.09
C (0.731, 5.307, -5.182)  -0.13
H (-2.216, 6.207, -3.519)  0.05
H (-0.738, 7.124, -3.841)  0.07
H (-0.679, 5.689, -2.799)  0.09
H (1.271, 4.780, -4.382)  0.08
H (1.060, 6.354, -5.174)  0.07
H (1.037, 4.876, -6.142)  0.05
C (-0.194, -5.462, 3.541)  -0.10
C (0.946, -4.463, 3.404)  -0.26
N (0.565, -3.489, 2.348)  -0.02
C (0.957, -2.170, 2.395)  -0.81
S (1.708, -1.552, 0.969)  0.50
N (0.867, -1.463, 3.535)  0.00
C (0.005, -1.836, 4.689)  -0.24
C (0.810, -1.789, 5.978)  -0.10
H (-1.129, -4.923, 3.766)  0.07
H (-0.019, -6.227, 4.318)  0.07
H (-0.329, -5.968, 2.577)  0.07
H (1.192, -4.019, 4.370)  0.09
H (1.859, -4.946, 3.030)  0.12
H (0.788, -3.907, 1.425)  0.12
H (1.105, -0.450, 3.425)  0.15
H (-0.817, -1.115, 4.732)  0.11
H (-0.480, -2.811, 4.561)  0.09
H (1.167, -0.762, 6.120)  0.07
H (0.206, -2.057, 6.856)  0.07
H (1.686, -2.455, 5.933)  0.07

Atoms 1-3, force components in eV/Å:
Sc -0.89 -2.16 -1.47
Cl -0.50 0.55 -0.12
Cl 0.84 1.07 0.59


4.
Entry from the Open Molecules 2025 dataset: a structure of composition C17H19NPSTi in a non-equilibrium geometry (ωB97M-V/def2-TZVPD).

Properties
Highest occupied orbital energy (alpha / beta)   -4.79 / -4.84 eV
Calculated total energy   -62659.6842 eV
Relative energy (zero: lowest compared OMol25 entry of this formula, charge and spin)   27.7 kcal per mole
2S+1   2
Frontier orbital gap (alpha / beta)   3.822 / 3.888 eV

Last column: Löwdin charge in e.
Positions of all 40 atoms, in Å:
C (0.982, -3.934, -1.886)  -0.24
C (1.406, -4.946, -0.966)  -0.20
C (0.351, -5.061, -0.016)  -0.22
C (-0.855, -4.574, -0.592)  -0.21
C (-0.465, -3.822, -1.762)  -0.25
Ti (0.844, -0.219, -1.549)  0.39
P (0.446, -0.335, -3.998)  0.69
H (1.660, -3.333, -2.519)  0.02
H (2.370, -5.461, -0.955)  0.06
H (0.442, -5.504, 0.979)  0.06
H (-1.129, -3.234, -2.411)  0.04
H (-1.900, -4.614, -0.193)  0.07
H (-0.795, -1.031, -4.244)  -0.07
H (1.245, -0.892, -5.033)  -0.11
H (0.121, 0.928, -4.554)  -0.12
N (-0.533, -0.950, -0.929)  -0.19
S (1.250, 1.168, 0.382)  0.95
C (0.188, 2.505, -0.165)  -0.48
C (0.953, 3.613, -0.559)  -0.12
C (0.315, 4.758, -1.010)  -0.07
C (-1.088, 4.767, -1.106)  -0.07
C (-1.841, 3.651, -0.723)  -0.06
C (-1.203, 2.519, -0.200)  -0.07
C (0.606, 0.605, 1.956)  -0.45
C (-0.718, 0.261, 2.232)  -0.08
C (-1.128, 0.311, 3.570)  -0.06
C (-0.183, 0.524, 4.585)  -0.07
C (1.190, 0.589, 4.283)  -0.07
C (1.592, 0.617, 2.955)  -0.11
H (-1.290, -1.233, -0.297)  -0.01
H (2.040, 3.552, -0.478)  0.10
H (0.909, 5.641, -1.267)  0.11
H (-1.590, 5.669, -1.485)  0.11
H (-2.929, 3.671, -0.810)  0.11
H (-1.757, 1.658, 0.165)  0.10
H (-1.400, -0.024, 1.429)  0.09
H (-2.185, 0.189, 3.813)  0.11
H (-0.507, 0.610, 5.622)  0.11
H (1.945, 0.638, 5.065)  0.11
H (2.643, 0.722, 2.668)  0.11

Atoms 1-3, force components in eV/Å:
C -0.93 -0.58 -0.56
C -0.36 1.95 1.19
C -0.24 -1.51 -0.67